ORCA calculation (ωB97M-V/def2-TZVPD) on a cluster of 2 separate species, C7H13N2 in total at a distorted geometry.

```
22
Properties=species:S:1:pos:R:3:mulliken_charge:R:1
C 3.312 -0.053 0.444 -0.41
C 3.376 0.346 -0.874 -0.22
C 1.814 -0.336 0.731 -0.46
C -2.121 -1.335 -0.364 -1.17
C -1.351 0.926 -1.215 -1.43
C -2.046 0.638 1.275 -1.40
C -1.780 0.141 -0.168 1.10
N 1.244 0.369 -0.366 0.56
N 2.077 0.596 -1.304 -0.62
H 4.039 -0.539 1.028 0.40
H 4.184 0.561 -1.438 0.51
H 1.638 -1.497 0.534 0.32
H 1.330 -0.112 1.631 0.41
H -2.907 -1.406 0.369 0.38
H -2.283 -1.642 -1.417 0.35
H -1.368 -2.087 -0.111 0.26
H -1.446 1.929 -1.028 0.44
H -1.298 0.522 -2.180 0.42
H 0.281 0.690 -0.638 0.43
H -2.069 -0.095 2.101 0.40
H -1.486 1.498 1.756 0.33
H -3.142 0.886 1.235 0.41
```

Results
energy above the lowest of the compared OMol25 structures with the same formula, charge and spin = 110.0 kcal per mole
total charge = +1
DFT total energy = -383.64189 Eh


ORCA calculation (ωB97M-V/def2-TZVPD) on a structure of composition C46H56ClN8O4STi at a distorted geometry.

```
117
Properties=species:S:1:pos:R:3:mulliken_charge:R:1
Ti 0.309 0.035 0.661 0.39
C -1.702 1.705 4.373 -1.18
N -1.660 1.769 2.921 0.84
C -0.984 2.939 2.392 -0.98
C -2.324 0.887 2.124 -0.89
N -1.715 0.408 1.053 1.69
C -2.513 0.009 -0.063 -0.48
C -3.385 0.925 -0.590 -0.37
C -4.305 0.572 -1.595 -1.15
C -4.360 -0.719 -2.021 -1.01
C -3.462 -1.695 -1.517 1.09
C -3.613 -3.042 -1.928 -0.90
C -2.784 -4.002 -1.435 -1.18
C -1.718 -3.643 -0.593 -0.04
C -1.503 -2.343 -0.194 0.08
N -0.282 -2.012 0.426 1.95
C 0.249 -2.854 1.320 -1.29
N 1.570 -3.133 1.279 0.87
C 2.245 -3.407 0.023 -1.06
C 2.379 -3.196 2.485 -0.98
N -0.489 -3.387 2.310 0.76
C -1.694 -2.730 2.778 -1.17
C -0.177 -4.664 2.931 -1.25
C -2.453 -1.329 -0.583 -0.71
N -3.566 0.503 2.528 0.61
C -4.508 1.464 3.087 -1.21
C -4.181 -0.765 2.178 -0.99
H -0.678 1.763 4.746 0.36
H -2.132 0.759 4.693 0.32
H -2.280 2.525 4.809 0.32
H 0.035 3.002 2.769 0.10
H -1.534 3.840 2.690 0.48
H -0.946 2.884 1.308 0.03
H -3.387 1.930 -0.181 0.62
H -4.985 1.315 -1.991 0.46
H -5.094 -1.029 -2.754 0.43
H -4.402 -3.287 -2.627 0.44
H -2.902 -5.037 -1.729 0.41
H -0.991 -4.397 -0.316 0.53
H 1.606 -3.113 -0.803 0.25
H 3.168 -2.836 -0.043 0.13
H 2.480 -4.474 -0.047 0.48
H 1.852 -2.710 3.302 0.25
H 3.300 -2.638 2.301 0.29
H 2.650 -4.217 2.766 0.32
H -1.631 -1.671 2.537 -0.06
H -1.752 -2.838 3.862 0.62
H -2.586 -3.173 2.327 0.47
H 0.515 -5.222 2.307 0.36
H -1.101 -5.238 3.020 0.42
H 0.253 -4.542 3.927 0.35
H -4.069 2.454 3.124 0.36
H -4.821 1.176 4.093 0.33
H -5.394 1.503 2.448 0.37
H -3.435 -1.479 1.851 0.01
H -4.917 -0.640 1.380 0.32
H -4.683 -1.161 3.063 0.44
O 2.101 -0.516 -0.399 -0.40
S 3.112 0.633 -0.527 1.20
C 4.452 0.163 0.562 -0.99
C 5.492 1.250 0.607 -0.19
C 5.125 2.556 0.925 0.68
C 6.083 3.557 0.971 -1.26
C 7.414 3.263 0.708 -0.53
C 7.786 1.961 0.406 -0.87
C 6.827 0.959 0.352 -0.48
C 3.840 0.410 -2.161 -1.75
C 4.364 -0.959 -2.468 0.43
C 3.488 -1.978 -2.830 -0.26
C 3.969 -3.250 -3.097 -0.63
C 5.329 -3.516 -3.004 -0.58
C 6.209 -2.501 -2.655 -0.76
C 5.727 -1.227 -2.391 -0.19
H 4.850 -0.794 0.221 0.73
H 3.957 0.035 1.528 0.49
H 4.090 2.777 1.164 0.31
H 5.794 4.568 1.230 0.47
H 8.161 4.044 0.751 0.42
H 8.824 1.723 0.216 0.42
H 7.119 -0.059 0.123 0.58
H 4.614 1.180 -2.228 0.61
H 3.025 0.690 -2.832 0.63
H 2.428 -1.768 -2.905 0.36
H 3.282 -4.035 -3.387 0.45
H 5.703 -4.508 -3.217 0.42
H 7.271 -2.699 -2.600 0.42
H 6.416 -0.429 -2.137 0.61
N 0.115 1.455 -0.930 -0.69
C 0.253 2.600 -1.062 0.34
N 0.458 3.878 -1.190 0.09
C 1.712 4.475 -0.693 0.28
C 2.071 5.634 -1.602 -0.80
O 0.996 6.550 -1.691 -0.39
C -0.145 5.952 -2.275 -0.69
C -0.655 4.816 -1.408 -0.54
H 2.484 3.706 -0.684 -0.03
H 1.553 4.825 0.331 0.19
H 2.331 5.263 -2.602 0.37
H 2.922 6.178 -1.197 0.37
H 0.099 5.577 -3.277 0.36
H -0.903 6.727 -2.365 0.37
H -1.475 4.283 -1.887 0.44
H -0.989 5.202 -0.440 0.28
Cl 3.954 1.949 7.973 -0.23
C 3.216 1.563 6.448 0.16
C 2.393 0.443 6.344 -0.90
C 1.803 0.128 5.142 -0.22
C 2.024 0.931 3.990 0.60
C 2.864 2.071 4.131 -0.22
C 3.448 2.375 5.339 -0.90
C 1.429 0.624 2.760 0.53
O 0.599 -0.393 2.559 -0.24
O 1.579 1.332 1.646 -0.88
H 2.223 -0.172 7.218 0.43
H 1.160 -0.739 5.065 0.28
H 3.042 2.703 3.272 0.16
H 4.087 3.242 5.438 0.44
```

Results
energy above the lowest of the compared OMol25 structures with the same formula, charge and spin = 0.0 kcal per mole
<S²> = 2.037
multiplicity = 3
total charge = +1
DFT total energy = -4233.22949 Eh


ORCA calculation (ωB97M-V/def2-TZVPD) on an isolated molecule of C4H5NO at a distorted geometry.

```
11
Properties=species:S:1:pos:R:3:mulliken_charge:R:1
O 1.428 0.031 1.911 -0.52
C 0.772 0.021 0.908 0.35
C -0.188 1.103 0.160 -0.74
C -0.801 -0.136 -0.475 -0.03
N 0.213 -0.772 -1.280 -0.51
C 0.158 -1.104 0.139 -0.18
H -0.721 1.599 0.973 0.29
H 0.002 1.870 -0.614 0.25
H -1.837 -0.353 -0.698 0.40
H 0.985 -0.130 -1.463 0.28
H -0.011 -2.131 0.439 0.41
```

Results
energy above the lowest of the compared OMol25 structures with the same formula, charge and spin = 51.8 kcal per mole
SMILES string = O=C1C[C@H]2N[C@@H]12
total charge = 0
DFT total energy = -285.33210 Eh


ORCA calculation (ωB97M-V/def2-TZVPD) on an isolated molecule of C4H9NO2 at a distorted geometry.

```
16
Properties=species:S:1:pos:R:3:mulliken_charge:R:1
C -1.868 0.957 -0.907 -0.73
N -0.761 1.487 0.062 -0.57
C -0.536 0.677 1.027 0.02
O -0.579 -0.649 0.917 -0.34
C 0.522 -1.397 0.383 -0.39
C 1.717 -0.647 -0.210 -0.44
O 1.440 -0.007 -1.428 -0.55
H -1.549 1.580 -1.708 0.36
H -2.205 -0.051 -1.343 0.23
H -2.738 1.302 -0.327 0.33
H -0.541 0.932 2.082 0.46
H 0.852 -2.000 1.235 0.28
H 0.033 -2.012 -0.367 0.28
H 2.138 0.045 0.540 0.32
H 2.482 -1.400 -0.427 0.36
H 0.787 0.676 -1.224 0.38
```

Results
energy above the lowest of the compared OMol25 structures with the same formula, charge and spin = 94.2 kcal per mole
SMILES string = C/N=C\OCCO
total charge = 0
DFT total energy = -362.93542 Eh